# 1
Formula: C5H3N
Source: OMol25
Level of theory: the ωB97M-V functional and the def2-TZVPD basis

E (eV): -6716.586
Max |F| (eV/A): 4.74
LUMO level (eV): 0.246
Energy above the lowest of the compared OMol25 structures with the same formula, charge and spin (kJ/mol): 399.22

The geometry in XYZ format:
```
9
Properties=species:S:1:pos:R:3:forces:R:3
C 2.154 -0.067 -0.260 1.1 -0.9 -0.3
C 0.797 -0.423 0.019 2.7 3.9 0.4
C -1.246 1.460 -0.126 -1.6 -1.2 -0.1
C -0.548 -0.930 0.012 -1.2 -0.8 -1.3
C 1.215 0.906 0.048 -1.4 -3.2 0.9
N -1.300 0.278 -0.140 -0.9 1.8 -1.3
H -0.665 -1.777 -0.730 -0.4 1.4 0.3
H -1.055 -1.249 0.877 0.7 -1.4 1.8
H 0.647 1.802 0.300 1.0 0.3 -0.4
```
Positions in Å, forces in eV/Å.

=====

# 2
Formula: C5H3N
Source: OMol25
Level of theory: the ωB97M-V functional and the def2-TZVPD basis

E (eV): -6718.683
Max |F| (eV/A): 4.03
LUMO level (spin up / spin down) (eV): 0.149 / 0.147
Energy above the lowest of the compared OMol25 structures with the same formula, charge and spin (kJ/mol): 196.84

The geometry in XYZ format:
```
9
Properties=species:S:1:pos:R:3:forces:R:3
C -1.046 0.428 0.011 -1.6 0.2 -0.5
C 1.497 0.833 0.057 -0.8 -0.8 -0.9
C -0.893 -1.000 0.020 0.7 2.1 -0.5
C 0.111 1.128 -0.080 2.3 -0.2 1.0
C 1.258 -0.478 -0.075 -3.3 -2.2 0.2
N 0.326 -1.487 -0.088 3.0 2.6 0.3
H -2.071 0.986 -0.008 2.0 -1.4 0.1
H 2.493 1.265 0.084 -0.7 0.8 0.0
H -1.675 -1.676 0.078 -1.6 -1.2 0.2
```
Positions in Å, forces in eV/Å.

=====

# 3
Formula: C5H3N
Source: OMol25
Level of theory: the ωB97M-V functional and the def2-TZVPD basis

E (eV): -6712.472
2S+1: 3
Max |F| (eV/A): 11.77
LUMO level (spin up / spin down) (eV): 0.564 / -3.687
Energy above the lowest of the compared OMol25 structures with the same formula, charge and spin (kJ/mol): 406.66

The geometry in XYZ format:
```
9
Properties=species:S:1:pos:R:3:forces:R:3
C -1.524 -0.863 -0.618 -0.8 2.9 -0.9
C 2.160 -1.289 -0.064 1.5 -3.7 -0.4
C 1.132 0.936 0.150 5.9 -9.9 2.1
C -1.255 -1.345 0.444 -0.4 0.2 -1.6
C 0.537 1.967 -0.044 -3.8 6.8 -2.4
N 1.772 -0.201 0.172 -3.3 6.8 0.0
H -1.823 -0.008 -1.267 0.5 -1.6 0.5
H -1.065 -2.097 1.093 0.6 -1.5 2.0
H 0.067 2.899 0.133 -0.1 0.2 0.6
```
Positions in Å, forces in eV/Å.